1.
{"formula": "C23H37AlN9O2SSb", "method": "ωB97M-V/def2-TZVPD", "symbols": ["Al", "S", "C", "N", "N", "C", "C", "C", "C", "C", "C", "N", "N", "C", "C", "C", "C", "C", "C", "H", "H", "H", "H", "H", "H", "H", "H", "H", "H", "H", "N", "N", "C", "N", "N", "N", "O", "O", "H", "H", "H", "H", "H", "C", "C", "C", "Sb", "C", "C", "C", "C", "C", "C", "H", "H", "H", "H", "H", "H", "H", "H", "H", "H", "H", "H", "H", "H", "H", "H", "H", "H", "H", "H", "H"], "positions_angstrom": [[-0.643570, -0.228143, -0.002387], [-2.807640, -0.660822, -0.469584], [-3.009271, 1.039528, -0.002155], [-4.266104, 1.346665, 0.249644], [-4.774387, 2.463532, 0.584545], [-4.236860, 3.695511, 0.959203], [-3.078473, 3.821354, 1.727195], [-2.627911, 5.080728, 2.070200], [-3.305370, 6.214710, 1.637711], [-4.474780, 6.088211, 0.900798], [-4.954872, 4.834096, 0.580000], [-2.071939, 1.946717, -0.156511], [-0.894358, 1.592110, -0.612767], [-0.194053, 2.630243, -1.231774], [0.713109, 2.313156, -2.245037], [1.290477, 3.323135, -2.991891], [0.999766, 4.652069, -2.718879], [0.124940, 4.969073, -1.688881], [-0.481234, 3.969699, -0.954882], [-5.794730, 2.460756, 0.502971], [-2.571582, 2.935946, 2.078662], [-1.743501, 5.187901, 2.679417], [-2.921888, 7.195117, 1.874608], [-5.016484, 6.964498, 0.581533], [-5.865552, 4.724017, 0.010587], [0.890529, 1.271896, -2.478135], [1.941690, 3.063927, -3.810822], [1.437099, 5.434578, -3.317350], [-0.102010, 6.002019, -1.476529], [-1.183525, 4.204144, -0.169991], [2.681544, 0.497996, -0.691653], [3.196557, 0.321944, 0.597974], [2.389253, 0.072302, 1.627865], [2.896083, -0.140446, 2.832173], [1.063532, 0.075163, 1.338591], [0.167273, -0.121831, 2.264521], [0.389164, -0.364137, 3.414466], [-1.001231, -0.026025, 1.803734], [3.409798, 0.306748, -1.375866], [2.341433, 1.453024, -0.840011], [4.198085, 0.389094, 0.761914], [3.894218, -0.149329, 2.977754], [2.287078, -0.311832, 3.628696], [-1.320963, -4.542744, -2.793831], [-1.292040, -3.659343, -1.561302], [-1.353665, -4.460129, -0.272683], [0.438306, -2.274330, -1.431695], [0.671654, -1.388908, -3.433244], [1.232485, -2.336600, -4.474263], [-0.672136, -0.806856, -3.832417], [2.195517, -3.565406, -0.987640], [3.475980, -2.757732, -1.075273], [2.238877, -4.782610, -1.887632], [-2.228792, -5.144608, -2.773130], [-0.476966, -5.226979, -2.828600], [-1.342439, -3.955779, -3.709521], [-2.140543, -2.971113, -1.592403], [-0.508570, -5.141111, -0.181181], [-2.262499, -5.058418, -0.260748], [-1.377053, -3.801528, 0.598711], [1.383857, -0.574126, -3.283672], [0.639456, -3.243140, -4.556760], [2.261285, -2.603635, -4.241675], [1.229046, -1.849318, -5.449139], [-1.405929, -1.587713, -4.009624], [-0.576426, -0.230212, -4.750899], [-1.067513, -0.145378, -3.056811], [2.038116, -3.877802, 0.047894], [3.627697, -2.365822, -2.079954], [4.326898, -3.395334, -0.835243], [3.460932, -1.934713, -0.364211], [2.289669, -4.502717, -2.936299], [1.375942, -5.422709, -1.728212], [3.126261, -5.372940, -1.661130]], "forces_ev_per_angstrom": [[-0.2, 0.0, -1.8], [0.6, 0.0, 0.2], [0.5, -1.0, -0.2], [-1.4, 0.4, 0.2], [-0.5, -0.7, -0.4], [0.6, 1.4, 0.3], [-0.3, -0.1, 0.1], [0.0, 0.0, 0.0], [-0.1, 0.0, -0.1], [0.1, 0.1, 0.1], [0.2, -0.5, 0.0], [0.3, 1.0, -0.6], [-1.0, -1.1, 0.7], [0.6, 0.8, -0.3], [-0.3, -0.1, 0.3], [0.1, 0.1, 0.0], [0.0, -0.1, 0.0], [0.1, -0.1, -0.1], [0.1, -0.2, 0.2], [0.3, -0.2, 0.1], [0.1, 0.0, 0.0], [0.1, 0.0, 0.1], [0.0, 0.1, 0.1], [0.0, 0.1, 0.0], [-0.1, 0.0, -0.1], [0.0, 0.0, -0.1], [0.1, 0.0, -0.1], [0.1, 0.1, -0.1], [0.0, 0.1, 0.0], [-0.1, 0.1, 0.0], [-0.2, 0.2, -0.3], [0.2, 0.1, 0.3], [0.5, -0.2, 0.1], [0.0, 0.0, 0.2], [0.2, 0.2, -1.4], [0.7, 0.2, 2.1], [-0.3, 0.0, 0.4], [-0.5, -0.4, 0.3], [-0.1, -0.1, 0.2], [0.3, -0.1, 0.2], [-0.3, 0.1, -0.1], [0.0, 0.1, 0.0], [0.2, 0.1, -0.4], [0.1, 0.2, -0.1], [0.4, 0.4, 0.0], [0.1, 0.2, 0.1], [-0.3, -0.6, -0.4], [0.1, -0.1, 0.3], [0.1, -0.1, 0.1], [-0.1, 0.1, 0.3], [-0.4, 0.4, 0.2], [-0.1, 0.1, 0.1], [-0.3, 0.0, 0.0], [-0.1, -0.1, 0.0], [0.0, 0.0, -0.1], [0.0, 0.0, -0.1], [0.1, 0.0, 0.0], [0.1, -0.1, 0.1], [-0.1, -0.1, 0.0], [0.0, -0.1, 0.1], [0.0, 0.0, 0.1], [0.0, -0.1, -0.1], [0.1, -0.1, -0.1], [0.0, 0.0, -0.1], [-0.1, -0.1, 0.0], [0.0, 0.0, -0.1], [-0.1, 0.0, -0.1], [-0.1, 0.0, 0.0], [0.1, 0.1, -0.1], [0.1, 0.0, 0.0], [0.1, 0.1, 0.0], [0.0, -0.1, -0.1], [0.0, -0.1, -0.1], [0.1, 0.0, 0.1]], "charge": 2, "lumo_ha": [-0.24799, -0.24864], "homo_lumo_gap_ev": [6.199, 6.051], "multiplicity": 1, "energy_ha": -2422.13955, "homo_energy_ha": [-0.4758, -0.4710]}



2.
{"formula": "C23H37AsFeN7O2S5", "method": "ωB97M-V/def2-TZVPD", "symbols": ["Fe", "S", "As", "S", "S", "S", "C", "C", "C", "C", "C", "C", "C", "C", "C", "C", "C", "C", "O", "H", "H", "H", "H", "H", "H", "H", "H", "H", "H", "H", "H", "H", "H", "H", "H", "H", "C", "C", "C", "C", "N", "C", "N", "N", "N", "H", "H", "H", "H", "H", "H", "H", "H", "H", "H", "N", "C", "N", "C", "N", "C", "C", "S", "O", "C", "C", "H", "H", "H", "H", "H", "H", "H", "H", "H", "H"], "positions_angstrom": [[-1.098820, -0.422292, 1.310575], [-5.835524, -0.590260, 1.160039], [-4.069454, -1.487135, 1.974532], [-2.745410, 0.049425, 2.976092], [-2.605991, -2.029512, 0.365205], [-4.416299, -3.112985, 3.278852], [3.071737, -2.911671, -1.054587], [1.561986, -2.911966, -1.343343], [0.960016, -1.577900, -1.705406], [0.879784, -3.577948, -0.179208], [0.666815, -4.948628, -0.279617], [0.334693, -5.704456, 0.825455], [0.312853, -5.070036, 2.057659], [0.514411, -3.703002, 2.200856], [0.610908, -3.167332, 3.621745], [1.853041, -2.300497, 3.847297], [-0.650825, -2.474314, 4.113692], [0.685525, -2.903173, 1.042117], [0.721824, -1.560135, 1.149873], [3.664607, -2.517024, -1.881893], [3.362390, -3.944949, -0.864040], [3.308245, -2.337318, -0.158942], [1.422931, -3.538371, -2.228843], [1.437771, -0.862438, 0.117206], [-0.084001, -1.552508, -1.374609], [1.005117, -1.326660, -2.766069], [0.790944, -5.419776, -1.250768], [0.141807, -6.766842, 0.742028], [0.129661, -5.650647, 2.956095], [0.739796, -4.065688, 4.237954], [1.778728, -1.359772, 3.304891], [2.761098, -2.814826, 3.518972], [1.953525, -2.071777, 4.912225], [-0.831294, -1.524595, 3.616596], [-0.562693, -2.250571, 5.181966], [-1.548439, -3.075706, 3.960377], [0.909617, 2.426967, -4.193077], [1.882112, 3.306241, -3.412546], [3.299695, 3.204024, -3.964916], [1.815194, 3.011961, -1.913620], [1.957693, 1.594643, -1.596785], [0.982091, 0.786601, -1.158742], [1.597456, -0.466115, -0.917332], [3.035724, -0.209782, -1.206354], [3.135427, 0.997167, -1.589018], [0.890284, 2.713402, -5.245501], [-0.106629, 2.505722, -3.800839], [1.205690, 1.376362, -4.143255], [1.549430, 4.345624, -3.505413], [3.678415, 2.183676, -3.887535], [3.984099, 3.851673, -3.414452], [3.323242, 3.495612, -5.016793], [0.844601, 3.299585, -1.513657], [2.576482, 3.549724, -1.349386], [-0.070137, 0.914311, -1.336089], [1.579544, 5.356189, 0.973367], [1.582363, 4.361712, 1.578674], [1.656353, 3.281871, 2.327933], [1.001677, 2.225155, 1.932306], [0.464310, 1.247773, 1.603857], [-4.365636, 1.254677, -1.979908], [-4.063189, 2.381647, -1.000036], [-3.343774, 1.636127, 0.478572], [-1.953931, 1.240640, -0.026455], [-3.085181, 3.123432, 1.467706], [-2.130328, 4.144473, 0.882659], [-4.835388, 1.643953, -2.885946], [-5.016447, 0.514611, -1.509302], [-3.443147, 0.739492, -2.253982], [-4.972601, 2.898252, -0.684109], [-3.360828, 3.111789, -1.410889], [-2.720204, 2.710671, 2.408778], [-4.088999, 3.515897, 1.653975], [-1.230148, 3.643055, 0.528020], [-1.813453, 4.861803, 1.640072], [-2.572943, 4.702669, 0.055044]], "forces_ev_per_angstrom": [[-0.2, 0.4, -0.2], [0.0, -0.1, 0.0], [0.2, 0.1, 0.0], [-0.1, -0.1, 0.0], [0.0, 0.0, 0.0], [0.0, 0.0, 0.0], [0.1, -0.2, -0.1], [0.1, -0.3, -0.2], [-0.1, 0.4, 0.1], [0.1, -0.1, 0.1], [0.0, 0.0, 0.0], [0.0, 0.0, 0.0], [0.0, 0.0, 0.0], [0.0, 0.1, 0.0], [0.0, -0.1, 0.0], [0.0, 0.0, 0.0], [0.0, 0.0, 0.1], [0.0, -0.5, 0.6], [0.3, 0.0, -0.4], [0.0, 0.0, 0.1], [0.0, 0.0, 0.0], [0.0, -0.1, -0.1], [-0.1, -0.1, 0.0], [-0.5, -0.3, 0.8], [0.0, 0.0, -0.2], [0.2, 0.0, 0.0], [0.0, 0.0, 0.0], [0.0, 0.0, 0.0], [0.0, 0.0, 0.0], [0.0, 0.0, 0.0], [0.0, 0.0, 0.0], [0.0, 0.0, 0.0], [0.0, 0.0, 0.0], [0.1, 0.0, 0.0], [0.0, 0.0, 0.0], [0.0, 0.0, 0.0], [0.0, 0.0, 0.0], [0.0, 0.0, 0.0], [0.0, 0.0, 0.0], [0.0, 0.0, 0.0], [0.1, 0.2, 0.1], [-0.2, 0.0, -0.2], [0.2, 0.3, -0.6], [-0.1, 0.2, -0.1], [0.0, 0.1, 0.0], [0.0, 0.0, 0.0], [0.0, 0.0, 0.0], [0.0, 0.0, 0.0], [0.0, 0.0, 0.0], [0.0, 0.0, 0.0], [0.0, 0.0, 0.0], [0.0, 0.0, 0.0], [0.0, 0.0, 0.1], [0.0, 0.1, 0.0], [-0.2, 0.2, 0.3], [0.0, 0.0, -0.1], [0.0, 0.0, 0.0], [-0.1, 0.0, -0.1], [0.1, 0.1, -0.1], [-0.1, -0.3, 0.2], [0.1, 0.0, 0.0], [0.0, 0.0, -0.1], [0.2, -0.1, -0.2], [0.4, 0.0, 0.0], [-0.1, 0.1, 0.0], [0.0, 0.0, -0.1], [0.0, 0.0, 0.0], [0.0, 0.0, 0.0], [0.0, 0.0, 0.0], [0.0, 0.0, 0.0], [0.0, 0.0, 0.0], [0.0, 0.0, 0.0], [0.0, 0.0, 0.0], [0.0, 0.0, -0.1], [0.0, 0.0, 0.0], [0.0, 0.0, 0.0]], "charge": -2, "lumo_ha": [0.13926, 0.13670], "de_lowest_ev": 4.060, "homo_lumo_gap_ev": [5.021, 4.949], "multiplicity": 6, "energy_ha": -6922.83220, "homo_energy_ha": [-0.0452, -0.0452]}